1.
This record from the OMol25 dataset describes a molecular structure, C20H37N3O6S. The level of theory is ωB97M-V/def2-TZVPD.

Computed properties:
LUMO: -0.553 eV
2S+1: 1
Kohn-Sham gap: 8.46 eV
total charge: 0

Each line ends with the natural charge from an NBO analysis.
Element x y z (Å)
N: -2.98359 3.30045 4.75526  -0.82
C: -2.55637 2.04775 5.41580  -0.21
C: -2.43257 0.93426 4.36709  -0.45
C: -1.00121 0.57587 4.07728  0.01
C: -0.18241 0.10050 5.13255  -0.20
C: 1.13343 -0.23036 4.95558  -0.19
C: 1.68079 -0.09606 3.65784  0.06
N: 2.94212 -0.38198 3.27705  -0.62
S: 3.01335 -0.08654 1.71727  0.98
N: 1.52641 0.42051 1.42719  -0.65
C: 0.87594 0.35723 2.60515  0.15
C: -0.48309 0.70242 2.81549  -0.23
H: -2.20244 3.59888 4.17812  0.35
H: -3.05597 4.02663 5.45931  0.35
H: -3.26245 1.79158 6.19708  0.19
H: -1.59928 2.20899 5.91102  0.17
H: -2.97204 0.04515 4.68164  0.22
H: -2.92040 1.29809 3.46876  0.23
H: -0.64742 0.00941 6.10235  0.21
H: 1.71908 -0.58969 5.78320  0.23
H: -1.08691 1.05405 1.99776  0.23
C: 1.09658 -7.05597 -2.46053  -0.25
O: 0.19800 -6.13784 -1.87693  -0.55
C: -0.28686 -6.49446 -0.59598  -0.09
C: -0.17309 -5.37369 0.41898  -0.08
O: 1.14073 -4.99985 0.79581  -0.54
C: 1.97234 -4.29767 -0.11229  -0.08
C: 1.58614 -2.86128 -0.40306  -0.09
O: 0.37419 -2.75176 -1.12715  -0.55
C: -0.55632 -1.82785 -0.60295  -0.25
H: 0.55967 -7.82901 -3.02005  0.17
H: 1.73325 -6.50502 -3.15358  0.19
H: 1.73832 -7.52842 -1.71085  0.17
H: 0.22957 -7.38159 -0.21473  0.17
H: -1.35144 -6.74368 -0.69246  0.18
H: -0.62354 -5.75034 1.34126  0.19
H: -0.76423 -4.50769 0.11629  0.18
H: 2.12171 -4.86189 -1.03464  0.18
H: 2.94504 -4.25708 0.38575  0.19
H: 2.38380 -2.41407 -1.01077  0.17
H: 1.52865 -2.30638 0.53771  0.17
H: -0.51719 -1.78365 0.48990  0.17
H: -1.55474 -2.15536 -0.89714  0.19
H: -0.38307 -0.82581 -1.00634  0.17
C: -0.72095 5.77042 -5.24791  -0.25
O: 0.13057 5.35245 -4.20345  -0.55
C: -0.27212 5.73646 -2.90221  -0.09
C: -0.26662 4.58800 -1.91216  -0.08
O: -1.22611 3.56814 -2.12940  -0.54
C: -1.07719 2.66791 -3.21502  -0.08
C: 0.05346 1.66496 -3.10431  -0.08
O: 1.33553 2.25975 -3.18332  -0.55
C: 2.24730 1.85401 -2.18405  -0.26
H: -0.44994 6.77178 -5.59837  0.17
H: -0.60315 5.06958 -6.07503  0.19
H: -1.77161 5.76335 -4.94269  0.17
H: -1.26647 6.19482 -2.91923  0.17
H: 0.43655 6.49008 -2.53528  0.18
H: -0.54083 5.01786 -0.94489  0.18
H: 0.73655 4.17447 -1.79474  0.18
H: -1.04779 3.19459 -4.17048  0.18
H: -2.00249 2.08539 -3.21122  0.19
H: -0.04597 0.95954 -3.93918  0.18
H: -0.05798 1.10229 -2.17209  0.17
H: 1.74863 1.64342 -1.23314  0.18
H: 2.95607 2.66797 -2.02455  0.19
H: 2.80209 0.96598 -2.50633  0.17

Cartesian forces (eV/Å) of the 3 atoms listed first:
0.231 -0.171 0.241
0.036 0.488 -0.177
0.156 0.133 0.188

2.
This record from the OMol25 dataset describes 8 unconnected molecules or ions with the total composition C5H26N2O8. The level of theory is ωB97M-V/def2-TZVPD.

Computed properties:
LUMO: 0.096 eV
2S+1: 1
Kohn-Sham gap: 9.28 eV
total charge: 0
energy relative to the best compared isomer or geometry (same formula, charge and spin): 371.4 kJ/mol

Each line ends with the natural charge from an NBO analysis.
Element x y z (Å)
N: 1.27837 1.33481 -1.74073  -0.88
C: 1.89028 1.80132 -0.39417  -0.15
C: 3.39696 2.02630 -0.63373  -0.62
C: 1.56916 0.78972 0.64205  0.69
N: 0.48810 0.94378 1.46090  -0.61
C: -0.57065 1.83951 1.14535  -0.25
C: -0.70368 3.07754 2.03835  -0.65
O: 2.26761 -0.20545 0.83696  -0.70
H: 0.31313 0.80537 -1.72473  0.39
H: 1.99885 0.69025 -2.22751  0.39
H: 1.40341 2.69194 -0.00613  0.20
H: 3.81680 2.94640 -0.10553  0.22
H: 3.56445 2.33108 -1.73634  0.23
H: 4.01708 1.20800 -0.27351  0.23
H: 0.45865 0.16827 2.19726  0.41
H: -1.54788 1.19463 1.32572  0.22
H: -0.59038 2.22213 0.05996  0.22
H: -1.02419 3.91833 1.34706  0.21
H: -1.66063 2.91458 2.65497  0.22
H: 0.25860 3.36628 2.64434  0.22
H: -4.10336 -2.45398 -1.70158  0.47
H: -2.77211 -2.24365 -2.33830  0.47
O: -3.64756 -1.86000 -2.31471  -0.95
H: 0.67990 -2.17425 2.57226  0.47
H: -0.54955 -2.64675 3.32429  0.48
O: -0.09185 -2.86569 2.45783  -0.94
H: -4.58908 -0.60522 1.58653  0.48
H: -2.96745 -0.93017 1.61184  0.50
O: -3.82879 -0.79638 2.13627  -0.98
H: -0.49141 -1.76359 0.80878  0.48
H: -1.51922 -1.85122 -0.10540  0.48
O: -1.07230 -1.15324 0.43211  -0.97
H: 2.64494 -1.81505 -1.49391  0.46
H: 3.42397 -0.98008 -0.47237  0.49
O: 3.40496 -1.31201 -1.32549  -0.96
H: -2.01197 -0.17224 -2.99337  0.48
H: -0.86697 0.60766 -3.68338  0.48
O: -1.09436 -0.37476 -3.28900  -0.96
H: -0.47146 -4.17923 -1.29700  0.47
H: 0.00071 -2.90664 -0.74681  0.47
O: -0.70109 -3.58833 -0.67911  -0.94

Cartesian forces (eV/Å) of the 3 atoms listed first:
-0.203 -1.361 -0.091
-0.590 -0.392 -1.818
0.514 2.170 -0.550

3.
This record from the OMol25 dataset describes 7 unconnected molecules or ions with the total composition C42H80F7NO10. The level of theory is ωB97M-V/def2-TZVPD.

Computed properties:
LUMO: -1.340 eV
2S+1: 1
Kohn-Sham gap: 8.08 eV
total charge: 0

Each line ends with the Löwdin charge.
Element x y z (Å)
C: -2.58361 -4.12328 -8.35353  -0.06
C: -2.51892 -4.67831 -6.94400  -0.28
O: -2.63962 -3.62024 -6.01175  -0.17
C: -2.82229 -4.06024 -4.68757  -0.19
C: -1.48935 -4.55465 -4.04254  -0.07
C: -1.02834 -3.63870 -2.94498  -0.08
C: -1.08012 -3.89669 -1.63273  -0.08
C: -1.59634 -5.18265 -1.03444  -0.07
C: -1.02225 -5.46150 0.34581  -0.44
C: -1.97097 -5.58764 1.49972  -0.04
N: 0.22253 -5.62751 0.53905  0.15
C: -0.63111 -2.81491 -0.71222  -0.27
O: -1.11702 -2.66531 0.38543  0.15
C: 0.46423 -1.90954 -1.19075  -0.06
C: 1.38106 -1.38433 -0.12918  -0.09
C: 2.48073 -2.42580 0.21704  -0.20
O: 2.91299 -3.19556 -0.90244  -0.06
C: 0.52227 -1.65850 -2.50211  0.02
C: 1.50586 -0.74633 -3.20066  -0.35
F: 2.68680 -0.70328 -2.55335  0.14
F: 1.76018 -1.27999 -4.42396  0.13
C: 1.06350 0.76325 -3.47363  -0.33
F: 2.11446 1.56723 -3.25315  0.16
F: 0.71721 0.87897 -4.76678  0.16
C: -0.13486 1.34644 -2.67894  -0.56
F: -1.27816 0.77678 -3.01279  0.19
F: 0.03071 1.24034 -1.36386  0.17
F: -0.22420 2.64373 -2.96648  0.19
C: -0.51695 -2.29530 -3.38042  -0.26
O: -0.96205 -1.75154 -4.36064  0.16
H: -2.10140 -4.82452 -9.03512  0.07
H: -2.05105 -3.17490 -8.40883  0.08
H: -3.61560 -3.98523 -8.67174  0.07
H: -3.31923 -5.41116 -6.77540  0.12
H: -1.56896 -5.21168 -6.80025  0.11
H: -3.57729 -4.85276 -4.64763  0.12
H: -3.18915 -3.19131 -4.14370  0.12
H: -1.62333 -5.56398 -3.66230  0.11
H: -0.72735 -4.53877 -4.82215  0.13
H: -1.28151 -6.01568 -1.66603  0.12
H: -2.68823 -5.19822 -1.01559  0.13
H: -2.46740 -6.55985 1.43114  0.09
H: -1.42604 -5.54036 2.43725  0.08
H: -2.72516 -4.80373 1.43924  0.08
H: 0.72834 -5.55628 -0.34900  0.05
H: 1.85129 -0.45438 -0.42197  0.11
H: 0.78941 -1.25198 0.77505  0.11
H: 2.11828 -3.09744 0.99736  0.12
H: 3.35118 -1.89029 0.59212  0.12
H: 2.53247 -4.07547 -0.83541  0.07
C: 1.84196 3.09832 4.03075  -0.07
C: 2.08653 2.01456 2.99678  -0.28
O: 1.21518 0.90231 3.11248  -0.17
C: -0.16905 1.17534 2.97127  -0.27
C: -0.53531 1.76323 1.62055  -0.07
H: 1.90033 2.68533 5.03920  0.08
H: 2.58823 3.88727 3.93276  0.08
H: 0.86101 3.56130 3.91903  0.06
H: 3.08923 1.60423 3.12447  0.11
H: 2.04333 2.43235 1.98395  0.11
H: -0.52591 1.81460 3.78693  0.10
H: -0.66159 0.20885 3.09200  0.12
H: -0.09532 2.75006 1.46636  0.07
H: -1.61785 1.86534 1.53262  0.08
H: -0.17930 1.11495 0.83339  0.04
C: -2.60012 6.51259 4.70419  -0.08
C: -1.65524 5.54695 5.39882  -0.28
O: -0.28531 5.87499 5.25538  -0.17
C: 0.11321 7.13260 5.77001  -0.28
C: -0.12185 7.29401 7.26216  -0.08
H: -2.34864 6.59869 3.64620  0.08
H: -3.62718 6.15670 4.79161  0.08
H: -2.55796 7.51142 5.14067  0.07
H: -1.75768 4.55586 4.95445  0.11
H: -1.91808 5.44648 6.45802  0.11
H: -0.36779 7.94587 5.21466  0.11
H: 1.18123 7.19876 5.56092  0.12
H: -1.18294 7.27177 7.51459  0.07
H: 0.27796 8.25021 7.60112  0.08
H: 0.37079 6.49315 7.81518  0.08
C: 6.01013 0.21341 7.29740  -0.08
C: 6.25236 -0.88523 6.27780  -0.28
O: 5.37618 -1.99131 6.39942  -0.16
C: 3.99689 -1.70842 6.24397  -0.28
C: 3.62927 -1.12110 4.89286  -0.08
H: 6.06215 -0.18984 8.30936  0.08
H: 6.76663 0.99179 7.19429  0.08
H: 5.03159 0.68022 7.17094  0.06
H: 7.25360 -1.29208 6.42293  0.10
H: 6.22130 -0.48135 5.25902  0.11
H: 3.64549 -1.05663 7.05225  0.11
H: 3.49360 -2.66703 6.37386  0.12
H: 4.08470 -0.14133 4.73827  0.06
H: 2.54908 -0.99428 4.81403  0.07
H: 3.96482 -1.77558 4.08633  0.08
C: -3.63461 0.42629 -5.48680  -0.06
C: -4.61657 -0.65296 -5.90976  -0.27
O: -5.67505 -0.19528 -6.73702  -0.16
C: -5.27902 0.37073 -7.97103  -0.29
C: -4.51893 -0.58592 -8.87513  -0.07
H: -4.15762 1.24769 -4.99246  0.08
H: -2.90462 0.00408 -4.79726  0.05
H: -3.08662 0.84250 -6.33364  0.07
H: -5.10400 -1.05725 -5.02065  0.12
H: -4.08828 -1.48570 -6.38491  0.09
H: -4.70140 1.28748 -7.80476  0.10
H: -6.20541 0.66966 -8.46305  0.11
H: -3.56455 -0.88691 -8.44052  0.06
H: -4.31145 -0.10902 -9.83408  0.08
H: -5.10495 -1.48934 -9.05188  0.08
C: -6.77599 3.73852 -7.74892  -0.08
C: -7.66769 4.93179 -8.04441  -0.28
O: -7.86382 5.17742 -9.42578  -0.16
C: -8.46664 4.12979 -10.16252  -0.28
C: -9.85603 3.74990 -9.67920  -0.08
H: -5.81119 3.85069 -8.24637  0.08
H: -6.60811 3.65049 -6.67502  0.08
H: -7.21991 2.80316 -8.09025  0.05
H: -7.20456 5.83967 -7.65719  0.12
H: -8.63093 4.82608 -7.53215  0.11
H: -7.81436 3.24877 -10.18366  0.11
H: -8.52585 4.50047 -11.18621  0.12
H: -9.83944 3.33660 -8.66980  0.07
H: -10.28647 2.99479 -10.33790  0.08
H: -10.51013 4.62289 -9.67326  0.08
C: 9.14138 -3.47410 9.04183  -0.07
C: 9.66168 -2.13273 8.55460  -0.28
O: 9.14066 -1.02090 9.26152  -0.17
C: 9.41574 -0.98328 10.64961  -0.28
C: 10.89637 -0.94348 10.98802  -0.08
H: 8.05108 -3.49335 9.01045  0.08
H: 9.52357 -4.27474 8.40783  0.08
H: 9.45156 -3.68599 10.06619  0.07
H: 9.35542 -1.98574 7.51852  0.11
H: 10.75744 -2.11414 8.56590  0.11
H: 8.92705 -1.81992 11.16190  0.11
H: 8.93629 -0.07228 11.00903  0.12
H: 11.41141 -1.85435 10.67971  0.07
H: 11.02991 -0.83723 12.06512  0.08
H: 11.37930 -0.10110 10.49090  0.08

Cartesian forces (eV/Å) of the 3 atoms listed first:
0.011 -0.183 0.101
0.131 -0.109 -0.007
-0.299 -0.161 -0.123

Strongest force on any atom list, top to bottom, in eV/Å: 1.1, 5.3, 0.6
Total energy list, top to bottom, in Ha: -1798.0167, -917.4534, -3154.3760